Entry 1:
The following is a quantum chemistry calculation of a molecular structure, C43H56N7O2P2S2SiV, from the OMol25 dataset.

Positions of all 114 atoms, in Å:
V 0.103 -0.336 -0.287
C -3.938 3.425 1.168
Si -2.452 4.547 0.956
C -2.672 5.621 -0.569
C -2.238 5.613 2.483
C -0.804 3.616 0.687
C 0.355 4.389 0.671
C 1.608 3.839 0.414
C 1.688 2.488 0.167
N 0.597 1.711 0.193
C -0.617 2.248 0.437
S -1.831 1.018 0.278
H -4.819 4.058 1.304
H -3.847 2.780 2.044
H -4.110 2.794 0.296
H -3.539 6.275 -0.453
H -2.838 5.012 -1.463
H -1.803 6.255 -0.755
H -3.122 6.237 2.630
H -1.377 6.280 2.413
H -2.112 4.995 3.372
H 0.288 5.457 0.849
H 2.498 4.451 0.386
H 2.624 2.005 -0.079
C 3.022 -0.560 1.762
C 1.960 -1.133 2.703
P 0.252 -0.592 2.270
C -0.022 0.883 3.290
C -1.306 1.146 3.769
C -1.548 2.275 4.537
C -0.515 3.156 4.827
C 0.760 2.908 4.342
C 1.007 1.778 3.577
C -0.847 -1.822 3.017
C -0.570 -2.385 4.263
C -1.440 -3.311 4.816
C -2.597 -3.672 4.136
C -2.885 -3.106 2.903
C -2.010 -2.185 2.342
P 2.704 -0.916 -0.013
C 3.318 -2.594 -0.339
C 2.985 -3.183 -1.559
C 3.459 -4.447 -1.880
C 4.271 -5.131 -0.987
C 4.614 -4.543 0.223
C 4.143 -3.280 0.546
C 3.931 0.115 -0.886
C 3.846 0.213 -2.275
C 4.763 0.971 -2.984
C 5.775 1.646 -2.316
C 5.875 1.547 -0.936
C 4.962 0.782 -0.224
H 4.010 -0.911 2.062
H 3.054 0.530 1.830
H 2.179 -0.839 3.731
H 1.979 -2.222 2.651
H -2.115 0.459 3.559
H -2.543 2.459 4.922
H -0.702 4.029 5.438
H 1.572 3.587 4.572
H 2.017 1.597 3.231
H 0.320 -2.097 4.810
H -1.221 -3.747 5.782
H -3.276 -4.392 4.572
H -3.792 -3.382 2.381
H -2.222 -1.739 1.378
H 2.354 -2.646 -2.259
H 3.201 -4.894 -2.831
H 4.644 -6.115 -1.235
H 5.255 -5.070 0.918
H 4.423 -2.849 1.499
H 3.065 -0.316 -2.806
H 4.691 1.035 -4.062
H 6.489 2.240 -2.871
H 6.671 2.057 -0.411
H 5.071 0.711 0.850
N 0.812 -3.625 1.019
N 0.158 -2.757 0.086
H 0.750 -4.587 0.698
H 0.297 -3.571 1.892
H -0.826 -2.982 -0.032
H 0.597 -2.917 -0.819
C 2.271 -2.225 -5.608
C 0.808 -2.176 -5.159
C 0.550 -1.012 -4.257
N 0.730 -1.032 -2.987
N 0.505 0.170 -2.367
C 0.154 1.116 -3.204
N -0.134 2.379 -2.859
S 0.136 0.574 -4.850
H 2.442 -3.085 -6.254
H 2.937 -2.303 -4.747
H 2.541 -1.328 -6.166
H 0.546 -3.081 -4.608
H 0.146 -2.123 -6.024
H -0.262 2.596 -1.884
H -0.529 3.010 -3.532
O -2.285 -0.315 -2.935
C -2.358 -1.101 -1.991
O -1.482 -1.411 -1.131
C -3.732 -1.803 -1.802
N -4.536 -1.443 -3.021
C -5.827 -0.809 -2.581
C -5.439 -0.173 -1.258
C -4.532 -1.227 -0.622
H -3.615 -2.883 -1.746
H -4.674 -2.224 -3.657
H -3.899 -0.744 -3.480
H -6.559 -1.604 -2.447
H -6.173 -0.124 -3.350
H -6.313 0.055 -0.651
H -4.888 0.755 -1.424
H -5.120 -2.013 -0.146
H -3.873 -0.800 0.129

Its spin multiplicity is 3. The gap between HOMO and LUMO (alpha / beta) comes out at 0.28901 / 0.30621 Eh. As for the energy above the lowest of the compared OMol25 structures with the same formula, charge and spin: 0.0 kcal/mol. Its expectation value of S² is 2.025. The HOMO energy (alpha / beta) comes out at -12.40 / -12.58 eV. As for the total charge: +2. Its energy is -4918.237477 Ha.

Entry 2:
The following is a quantum chemistry calculation of a molecular structure, C43H57AsF3GeIrN5O3PS in a non-equilibrium geometry, from the OMol25 dataset.

Positions of all 116 atoms, in Å:
Ir 0.618 -1.055 1.486
C 0.373 -2.692 5.162
As -0.426 -2.199 3.447
C -2.010 -1.321 4.186
C -1.294 -3.857 2.931
H -0.073 -2.096 5.950
H 1.450 -2.554 5.149
H 0.168 -3.746 5.329
H -2.581 -2.076 4.724
H -2.633 -0.883 3.408
H -1.714 -0.535 4.880
H -1.737 -4.312 3.814
H -0.579 -4.539 2.482
H -2.073 -3.630 2.205
C -1.269 -0.656 0.974
Ge -1.848 -0.357 -0.834
C -1.004 -1.654 -2.071
C -1.820 -2.370 -2.902
C -1.350 -3.385 -3.769
C 0.033 -3.675 -3.816
C 0.904 -3.045 -2.991
C 0.452 -2.082 -1.929
C -1.662 1.536 -1.356
C -1.783 2.491 -0.344
C -1.764 3.850 -0.640
C -1.632 4.274 -1.958
C -1.523 3.333 -2.977
C -1.539 1.977 -2.674
C -3.802 -0.550 -1.054
C -4.634 -1.032 -0.043
C -6.012 -1.119 -0.224
C -6.581 -0.726 -1.427
C -5.769 -0.238 -2.445
C -4.396 -0.146 -2.256
H -2.058 -1.092 1.588
H -2.880 -2.146 -2.921
H -2.042 -3.912 -4.414
H 0.400 -4.420 -4.514
H 1.945 -3.348 -2.999
H 0.506 -2.650 -0.987
H -1.886 2.159 0.688
H -1.853 4.581 0.157
H -1.622 5.331 -2.191
H -1.426 3.656 -4.008
H -1.433 1.254 -3.478
H -4.201 -1.344 0.904
H -6.640 -1.494 0.575
H -7.653 -0.795 -1.570
H -6.208 0.080 -3.385
H -3.779 0.256 -3.055
C 3.259 0.021 4.508
C 2.146 1.073 4.475
C 1.016 0.698 5.436
P 1.515 1.260 2.741
C 0.206 2.587 2.864
C -1.168 2.000 3.218
C 0.511 3.783 3.770
C 2.951 2.149 1.929
C 3.772 3.084 2.824
C 3.901 1.141 1.234
H 3.582 -0.145 5.539
H 4.134 0.322 3.928
H 2.911 -0.930 4.101
H 2.551 2.038 4.782
H 0.403 -0.092 5.016
H 0.366 1.546 5.658
H 1.431 0.339 6.382
H 0.145 2.953 1.831
H -1.243 1.786 4.288
H -1.368 1.083 2.667
H -1.953 2.725 2.975
H 0.755 3.470 4.789
H -0.376 4.422 3.827
H 1.327 4.399 3.393
H 2.474 2.768 1.166
H 4.330 2.520 3.574
H 3.170 3.828 3.339
H 4.503 3.616 2.208
H 4.784 0.963 1.854
H 4.251 1.530 0.273
H 3.431 0.172 1.059
F 3.937 -5.469 1.637
C 3.744 -4.309 1.022
F 4.860 -3.582 1.110
F 3.496 -4.549 -0.267
S 2.317 -3.407 1.803
O 2.181 -4.044 3.086
O 2.762 -2.000 1.848
O 1.226 -3.622 0.866
C 2.916 -1.377 -1.549
C 1.450 -0.931 -1.650
N 1.104 -0.231 -0.392
C 1.109 1.066 -0.655
C 1.327 1.339 -1.991
N 1.367 0.165 -2.654
C 1.917 0.055 -3.992
N 1.281 1.010 -4.860
N 1.919 2.176 -5.149
N 1.168 2.884 -5.907
C -0.003 2.181 -6.145
C -1.133 2.516 -6.898
C -2.156 1.597 -6.941
C -2.068 0.363 -6.259
C -0.960 0.020 -5.517
C 0.067 0.965 -5.477
H 3.048 -2.002 -0.677
H 3.537 -0.487 -1.424
H 3.252 -1.918 -2.431
H 0.884 1.783 0.115
H 1.371 2.291 -2.503
H 1.754 -0.953 -4.357
H 2.980 0.289 -4.018
H -1.188 3.465 -7.419
H -3.049 1.818 -7.511
H -2.899 -0.331 -6.314
H -0.895 -0.924 -4.988

Its spin multiplicity is 5. The gap between HOMO and LUMO (alpha / beta) comes out at 0.24632 / 0.27543 Eh. As for the energy above the lowest of the compared OMol25 structures with the same formula, charge and spin: 11.2 kcal/mol. Its expectation value of S² is 6.060. The HOMO energy (alpha / beta) comes out at -6.38 / -8.24 eV. As for the total charge: 0. Its energy is -7628.265934 Ha.

Entry 3:
The following is a quantum chemistry calculation of a molecular structure, C43H57BaGeN8O5S2Se, from the OMol25 dataset.

Positions of all 118 atoms, in Å:
Ba 0.644 -0.927 -0.554
N 1.832 -3.187 0.544
C 3.043 -2.891 1.308
C 2.833 -1.710 2.253
N 2.489 -0.419 1.634
C 1.840 0.454 2.643
C 0.318 0.451 2.623
N -0.207 0.962 1.348
C 3.669 0.278 1.075
C 4.098 -0.070 -0.346
N 3.030 0.224 -1.306
H 1.093 -3.544 1.141
H 1.968 -3.883 -0.182
H 3.847 -2.684 0.604
H 3.381 -3.731 1.928
H 3.748 -1.602 2.857
H 2.031 -1.974 2.949
H 2.167 1.480 2.476
H 2.173 0.177 3.651
H 0.012 1.067 3.477
H -0.075 -0.555 2.807
H 0.366 1.747 1.017
H -1.154 1.298 1.476
H 4.536 0.162 1.743
H 3.412 1.334 1.040
H 4.395 -1.115 -0.450
H 5.004 0.525 -0.523
H 3.377 0.147 -2.255
H 2.686 1.185 -1.168
S -2.709 -4.293 -1.687
C -2.303 -5.124 -0.225
C -3.136 -5.680 0.742
C -2.554 -6.290 1.837
C -1.162 -6.358 1.959
C -0.337 -5.799 1.002
C -0.909 -5.156 -0.097
N -0.201 -4.522 -1.109
C -0.999 -4.045 -2.008
C -0.580 -3.324 -3.235
C -1.015 -3.847 -4.457
C -0.586 -3.270 -5.639
C 0.269 -2.175 -5.579
C 0.659 -1.666 -4.346
C 0.255 -2.200 -3.108
H -4.213 -5.629 0.646
H -3.181 -6.709 2.613
H -0.729 -6.850 2.821
H 0.741 -5.858 1.085
H -1.670 -4.712 -4.481
H -0.904 -3.673 -6.593
H 0.626 -1.722 -6.498
H 1.303 -0.786 -4.352
C 2.393 4.544 -6.266
Ge 1.825 2.898 -5.368
C 1.221 1.613 -6.713
C 3.303 2.149 -4.337
C 0.370 3.357 -4.143
Se 0.000 1.974 -2.821
C -1.349 1.014 -3.856
H 3.207 4.340 -6.962
H 2.741 5.271 -5.532
H 1.567 4.985 -6.825
H 2.028 1.386 -7.411
H 0.379 2.011 -7.280
H 0.910 0.683 -6.237
H 4.259 2.346 -4.824
H 3.175 1.068 -4.249
H 3.302 2.595 -3.342
H -0.567 3.584 -4.653
H 0.679 4.226 -3.563
H -0.946 0.697 -4.814
H -2.221 1.650 -4.000
H -1.629 0.119 -3.303
C 0.685 7.629 3.617
C 0.980 6.596 2.563
C 2.173 5.889 2.563
C 2.461 4.945 1.581
C 3.767 4.194 1.645
C 1.536 4.711 0.566
C 0.333 5.421 0.537
C -0.689 5.178 -0.541
C 0.072 6.346 1.540
C 1.829 3.643 -0.471
O 2.138 3.979 -1.622
O 1.780 2.450 -0.036
H 1.353 7.523 4.471
H -0.342 7.543 3.976
H 0.809 8.639 3.220
H 2.902 6.076 3.345
H 4.564 4.845 2.007
H 4.059 3.806 0.670
H 3.697 3.347 2.333
H -0.213 5.034 -1.508
H -1.384 6.016 -0.608
H -1.270 4.275 -0.334
H -0.866 6.893 1.518
O -3.889 -4.306 7.291
S -5.307 -4.508 7.078
O -5.666 -5.813 6.543
O -6.162 -4.016 8.135
C -5.695 -3.461 5.637
N -6.960 -3.073 5.455
C -7.212 -2.394 4.347
C -6.241 -2.088 3.406
C -4.960 -2.530 3.694
N -4.692 -3.208 4.803
C -3.795 -2.323 2.786
C -2.576 -2.909 3.111
C -1.518 -2.770 2.236
N -1.588 -2.096 1.085
C -2.747 -1.505 0.798
C -3.867 -1.591 1.606
H -8.242 -2.082 4.195
H -6.488 -1.544 2.506
H -2.488 -3.473 4.029
H -0.574 -3.254 2.460
H -2.792 -0.957 -0.139
H -4.780 -1.097 1.303

The gap between HOMO and LUMO comes out at 0.26448 Eh. As for the energy above the lowest of the compared OMol25 structures with the same formula, charge and spin: 16.3 kcal/mol. The HOMO energy comes out at -5.71 eV. As for the total charge: -1. Its energy is -7787.419396 Ha.

Entry 4:
The following is a quantum chemistry calculation of a molecular structure, C43H57F9N7PSbTl, from the OMol25 dataset.

Positions of all 119 atoms, in Å:
Tl 0.398 -0.150 -0.061
C -1.217 2.473 0.307
N -1.332 2.365 1.746
C -1.489 3.565 2.564
C -1.674 2.973 3.952
N -1.096 1.624 3.821
C -1.336 0.719 4.949
C -1.000 1.284 2.504
N -0.598 0.142 1.990
C -0.202 -0.977 2.855
C 0.114 -2.204 2.025
N 1.196 -1.951 1.071
C 2.292 -2.683 0.970
N 3.123 -2.576 -0.100
C 2.706 -2.023 -1.380
C 4.159 -3.615 -0.082
C 4.043 -4.188 1.326
N 2.794 -3.599 1.833
C 2.419 -3.903 3.214
H -1.849 3.290 -0.032
H -1.594 1.581 -0.182
H -0.195 2.693 -0.028
H -2.348 4.143 2.234
H -0.602 4.201 2.504
H -2.726 2.909 4.235
H -1.142 3.529 4.717
H -1.394 1.334 5.845
H -0.524 0.014 5.095
H -2.283 0.180 4.849
H -1.001 -1.258 3.542
H 0.677 -0.716 3.451
H -0.779 -2.473 1.458
H 0.297 -3.024 2.701
H 2.696 -0.937 -1.374
H 1.728 -2.394 -1.688
H 3.428 -2.323 -2.135
H 5.139 -3.184 -0.272
H 3.960 -4.363 -0.849
H 4.877 -3.891 1.961
H 3.979 -5.273 1.335
H 3.242 -4.459 3.654
H 1.532 -4.529 3.280
H 2.283 -3.000 3.810
N 0.909 0.316 -3.308
C 0.594 0.092 -2.215
F -6.450 -4.247 3.380
C -6.553 -4.343 2.048
F -7.746 -3.852 1.684
F -6.528 -5.641 1.717
C -5.441 -3.600 1.350
C -4.415 -3.022 2.070
C -3.397 -2.355 1.393
C -3.412 -2.274 0.007
C -4.462 -2.851 -0.710
C -5.472 -3.514 -0.039
P -2.072 -1.439 -0.895
C -1.468 -2.690 -2.071
C -1.939 -2.843 -3.373
C -1.416 -3.834 -4.190
C -0.428 -4.681 -3.710
C 0.031 -4.558 -2.408
C -0.486 -3.558 -1.595
C 0.157 -5.713 -4.642
F 0.852 -5.116 -5.623
F -0.808 -6.441 -5.214
F 0.986 -6.547 -3.997
C -2.960 -0.154 -1.830
C -4.069 0.438 -1.219
C -4.680 1.548 -1.786
C -4.178 2.077 -2.963
C -3.092 1.486 -3.595
C -2.484 0.372 -3.035
C -4.787 3.314 -3.578
F -5.309 3.050 -4.780
F -5.754 3.825 -2.806
F -3.843 4.259 -3.743
H -4.411 -3.085 3.151
H -2.608 -1.872 1.961
H -4.494 -2.784 -1.793
H -6.290 -3.962 -0.590
H -2.716 -2.194 -3.762
H -1.781 -3.950 -5.204
H 0.782 -5.242 -2.034
H -0.123 -3.463 -0.574
H -4.467 0.027 -0.298
H -5.547 1.996 -1.317
H -2.722 1.893 -4.529
H -1.641 -0.075 -3.540
C 3.565 4.506 -0.286
C 2.305 3.642 -0.361
C 1.832 3.393 -1.794
Sb 2.551 1.754 0.647
C 2.368 2.203 2.740
C 2.965 1.070 3.581
C 2.936 3.578 3.091
C 4.564 1.067 0.301
C 4.868 1.124 -1.201
C 5.579 1.852 1.133
H 3.344 5.494 -0.705
H 4.377 4.083 -0.880
H 3.923 4.658 0.733
H 1.506 4.111 0.221
H 2.596 2.888 -2.389
H 1.623 4.352 -2.279
H 0.925 2.793 -1.849
H 1.285 2.211 2.873
H 4.050 1.158 3.651
H 2.741 0.076 3.183
H 2.574 1.117 4.603
H 4.018 3.620 2.941
H 2.748 3.795 4.149
H 2.481 4.381 2.508
H 4.512 0.026 0.632
H 5.011 2.152 -1.537
H 4.093 0.673 -1.823
H 5.804 0.590 -1.400
H 5.587 2.911 0.864
H 6.581 1.461 0.927
H 5.412 1.768 2.205

The gap between HOMO and LUMO comes out at 0.29198 Eh. The HOMO energy comes out at -13.45 eV. As for the total charge: +2. Its energy is -3708.425986 Ha.